Record 1
DFT (wB97M-V/def2-TZVPD) results for 2 unconnected molecules or ions with the total composition C5H10O.

Each line ends with the Mulliken charge.
Element x y z (Å)
C: -0.819 -1.192 -0.599  -0.860
C: -0.097 -0.088 -0.744  -0.132
C: 0.961 0.371 0.212  -0.364
C: 2.328 0.013 -0.375  -1.189
H: -0.740 -1.799 0.304  0.321
H: -1.520 -1.523 -1.362  0.331
H: -0.234 0.543 -1.626  0.295
H: 0.838 -0.113 1.189  0.314
H: 0.901 1.455 0.375  0.295
H: 2.404 -1.073 -0.518  0.316
H: 2.466 0.492 -1.352  0.336
H: 3.129 0.335 0.295  0.355
C: -2.397 0.644 0.545  -0.150
O: -1.669 1.327 1.226  -0.428
H: -2.918 -0.254 0.941  0.271
H: -2.608 0.850 -0.523  0.290

## Properties
**Strongest force on any atom**: 0.77 eV/A
**Total charge**: 0
**SMILES string**: C=CCC.C=O
**Calculated total energy**: -7392.879 eV
**Lowest unoccupied orbital energy**: 0.0384 Eh
**Energy above the lowest of the compared OMol25 structures with the same formula, charge and spin**: 182.0 kJ/mol



Record 2
DFT (wB97M-V/def2-TZVPD) results for 2 unconnected molecules or ions with the total composition C5H10O5.

Each line ends with the Mulliken charge.
Element x y z (Å)
O: -2.612 -2.365 -1.009  -0.477
C: -2.704 -1.272 -0.489  0.132
O: -1.921 -0.277 -0.836  -0.299
C: -0.431 -0.299 -0.546  -0.508
C: -0.130 0.635 0.618  -0.303
C: 1.360 0.896 0.756  -0.609
O: 1.607 1.753 1.878  -0.267
C: 2.178 2.932 1.693  0.314
O: 2.480 3.644 2.616  -0.472
H: -3.492 -1.015 0.244  0.381
H: 0.056 -1.263 -0.335  0.392
H: 0.010 0.065 -1.483  0.287
H: -0.653 1.592 0.479  0.259
H: -0.506 0.182 1.547  0.254
H: 1.910 -0.035 0.945  0.273
H: 1.768 1.354 -0.157  0.381
H: 2.419 3.165 0.636  0.269
O: -0.040 -3.221 -2.084  -0.651
H: -0.815 -3.784 -1.722  0.335
H: -0.483 -2.688 -2.750  0.309

## Properties
**Strongest force on any atom**: 2.86 eV/A
**Total charge**: 0
**SMILES string**: O=COCCCOC=O.O
**Calculated total energy**: -15583.542 eV
**Lowest unoccupied orbital energy**: 0.0189 Eh
**Energy above the lowest of the compared OMol25 structures with the same formula, charge and spin**: 156.5 kJ/mol



Record 3
DFT (wB97M-V/def2-TZVPD) results for a molecular structure, C7H6.

Each line ends with the Mulliken charge.
Element x y z (Å)
C: -0.134 -1.600 -0.011  0.181
C: -1.223 -0.983 -0.323  -0.805
C: 1.106 -0.679 1.702  -0.539
C: 0.617 0.049 0.722  -0.101
C: 1.247 -1.285 0.339  -0.428
C: -0.823 0.396 0.060  0.715
C: -0.675 1.294 -1.187  -1.291
H: 1.422 -0.926 2.665  0.449
H: 2.019 -1.493 -0.309  0.410
H: -1.643 0.876 0.713  0.378
H: -0.350 0.526 -2.006  0.294
H: 0.008 2.082 -1.099  0.342
H: -1.572 1.742 -1.265  0.395

## Properties
**Strongest force on any atom**: 4.91 eV/A
**Total charge**: 0
**Calculated total energy**: -7347.154 eV
**Lowest unoccupied orbital energy (spin up / spin down)**: 0.0113 / 0.0113 Eh
**Energy above the lowest of the compared OMol25 structures with the same formula, charge and spin**: 612.2 kJ/mol



Record 4
DFT (wB97M-V/def2-TZVPD) results for a gas-phase ion, C27H31N2O (charge +1).

Each line ends with the Mulliken charge.
Element x y z (Å)
C: 0.835 8.737 1.684  -1.471
C: 0.672 7.257 1.537  1.057
C: 1.670 6.509 0.908  -0.889
C: 1.597 5.123 0.882  -0.488
C: 0.495 4.457 1.427  0.094
C: 0.481 2.925 1.494  1.488
C: 0.072 2.424 2.845  -1.652
C: -0.055 0.913 2.959  0.194
N: -1.266 0.348 3.032  0.128
C: -2.515 1.088 2.933  -0.857
C: -1.450 -1.096 2.959  -0.373
C: -0.303 -1.760 3.657  -0.895
C: 0.985 -1.296 3.054  -0.465
N: 1.041 0.158 3.029  0.250
C: 2.383 0.701 2.934  -0.850
C: -0.407 2.277 0.433  -0.961
C: -1.569 2.885 -0.049  -0.352
C: -2.607 2.076 -0.516  -0.565
C: -2.399 0.691 -0.496  0.451
O: -3.460 -0.205 -0.381  -0.321
C: -4.494 -0.104 -1.327  0.146
C: -4.369 -0.876 -2.482  -0.377
C: -5.174 -0.555 -3.572  -0.413
C: -6.157 0.437 -3.450  -0.534
C: -6.357 1.093 -2.228  -0.416
C: -5.532 0.808 -1.135  -0.312
C: -1.118 0.124 -0.370  -0.953
C: -0.100 0.960 0.038  0.036
C: -0.554 5.209 1.972  -0.086
C: -0.459 6.601 2.029  -1.105
H: -0.110 9.186 1.997  0.351
H: 1.596 8.991 2.435  0.288
H: 1.152 9.182 0.735  0.378
H: 2.519 7.016 0.445  0.376
H: 2.400 4.521 0.448  0.391
H: 1.507 2.611 1.263  0.340
H: -0.911 2.826 3.099  0.051
H: 0.784 2.791 3.601  0.552
H: -2.468 2.056 3.438  0.434
H: -2.804 1.226 1.880  0.228
H: -3.306 0.505 3.422  0.392
H: -1.532 -1.420 1.906  0.097
H: -2.405 -1.329 3.440  0.523
H: -0.394 -2.843 3.553  0.392
H: -0.328 -1.514 4.722  0.286
H: 1.100 -1.687 2.030  0.266
H: 1.843 -1.644 3.637  0.479
H: 2.529 1.555 3.606  0.365
H: 3.087 -0.083 3.233  0.362
H: 2.644 0.995 1.906  0.270
H: -1.670 3.971 -0.025  0.546
H: -3.570 2.511 -0.797  0.515
H: -3.596 -1.645 -2.536  0.388
H: -5.028 -1.086 -4.516  0.372
H: -6.788 0.684 -4.308  0.370
H: -7.146 1.841 -2.116  0.378
H: -5.644 1.316 -0.175  0.480
H: -0.975 -0.944 -0.550  0.486
H: 0.932 0.594 0.064  0.478
H: -1.455 4.729 2.358  0.355
H: -1.267 7.192 2.466  0.302

## Properties
**Strongest force on any atom**: 2.57 eV/A
**Total charge**: +1
**SMILES string**: Cc1ccc([C@@H](CC2=[N+](C)CCCN2C)c2ccc(Oc3ccccc3)cc2)cc1
**Calculated total energy**: -33523.793 eV
**Lowest unoccupied orbital energy**: -0.0850 Eh
**Energy above the lowest of the compared OMol25 structures with the same formula, charge and spin**: 0.0 kJ/mol



Record 5
DFT (wB97M-V/def2-TZVPD) results for 2 unconnected molecules or ions with the total composition C2H3NO2.

Each line ends with the Mulliken charge.
Element x y z (Å)
C: 0.450 -0.618 -0.016  -0.367
C: -2.549 0.201 -0.659  0.130
N: -0.466 0.230 -0.168  -0.054
O: -3.013 -0.031 0.370  -0.192
O: -0.004 1.474 0.197  -0.393
H: 0.410 -1.572 -0.399  0.307
H: 1.427 -0.218 0.553  0.237
H: -0.659 2.179 0.043  0.332

## Properties
**Strongest force on any atom**: 4.81 eV/A
**Total charge**: 0
**Calculated total energy**: -7704.309 eV
**Lowest unoccupied orbital energy**: 0.0334 Eh
**Energy above the lowest of the compared OMol25 structures with the same formula, charge and spin**: 341.0 kJ/mol



Record 6
DFT (wB97M-V/def2-TZVPD) results for a single C6H12 molecule.

Each line ends with the Mulliken charge.
Element x y z (Å)
C: 0.294 1.779 0.729  -1.496
C: -0.196 0.334 0.871  0.434
C: 1.025 -0.577 0.415  -0.902
C: 0.734 -0.716 -1.088  -0.588
C: -0.734 -1.115 -0.934  -0.520
C: -1.354 0.017 -0.127  -0.796
H: 0.632 1.950 -0.300  0.283
H: 1.150 1.945 1.391  0.393
H: -0.464 2.539 0.951  0.386
H: -0.536 0.170 1.903  0.351
H: 1.104 -1.614 0.786  0.283
H: 1.956 -0.096 0.717  0.399
H: 0.883 0.241 -1.608  0.253
H: 1.312 -1.476 -1.623  0.308
H: -1.275 -1.434 -1.827  0.391
H: -0.669 -1.925 -0.194  0.240
H: -1.610 0.888 -0.748  0.290
H: -2.287 -0.304 0.354  0.293

## Properties
**Strongest force on any atom**: 0.90 eV/A
**Total charge**: 0
**SMILES string**: CC1CCCC1
**Calculated total energy**: -6416.384 eV
**Lowest unoccupied orbital energy**: 0.0455 Eh
**Energy above the lowest of the compared OMol25 structures with the same formula, charge and spin**: 53.7 kJ/mol



Record 7
DFT (wB97M-V/def2-TZVPD) results for 2 unconnected molecules or ions with the total composition FH3N2O2S.

Each line ends with the Mulliken charge.
Element x y z (Å)
N: 0.103 -0.868 0.964  -0.501
N: 0.807 0.524 -0.824  -0.296
O: -1.398 1.016 0.759  -0.542
O: -1.381 -0.665 -1.046  -0.506
F: 1.885 0.933 -0.061  -0.108
S: -0.691 0.104 -0.073  1.047
H: -0.507 -1.405 1.545  0.254
H: 0.795 -1.411 0.427  0.292
H: 0.388 1.773 -1.690  0.361

## Properties
**Strongest force on any atom**: 6.06 eV/A
**Total charge**: 0
**Calculated total energy**: -20671.059 eV
**Lowest unoccupied orbital energy**: -0.0350 Eh
**Energy above the lowest of the compared OMol25 structures with the same formula, charge and spin**: 395.0 kJ/mol



Record 8
DFT (wB97M-V/def2-TZVPD) results for 2 unconnected molecules or ions with the total composition ClH3OSi.

Each line ends with the Mulliken charge.
Element x y z (Å)
O: 0.566 -1.057 0.132  -0.245
Si: -0.383 0.196 0.153  0.491
Cl: 2.506 -0.346 -1.548  -0.095
H: -1.111 0.453 -1.025  -0.078
H: -1.445 -0.477 1.212  0.000
H: -0.132 1.232 1.076  -0.073

## Properties
**Strongest force on any atom**: 3.62 eV/A
**Total charge**: 0
**Calculated total energy**: -22491.134 eV
**Lowest unoccupied orbital energy (spin up / spin down)**: -0.1822 / -0.1807 Eh
**Energy above the lowest of the compared OMol25 structures with the same formula, charge and spin**: 711.7 kJ/mol